Molecular formula: C88H204N13O20
Method: DFT, ωB97M-V/def2-TZVPD

Cartesian coordinates (Å):
C: -1.6017 -1.8195 6.9357
C: -1.1392 -2.5186 5.6060
C: -2.0729 -3.6924 5.2512
N: -1.6292 -4.6355 4.1612
C: -2.8036 -5.5897 3.8971
C: -2.4703 -6.6814 2.8238
C: -1.1773 -7.3932 3.2371
C: -0.0392 -6.5144 3.6797
C: -0.3847 -5.3648 4.6031
C: -1.3990 -3.8612 2.9425
H: -2.6412 -1.4483 6.9656
H: -0.9209 -1.0134 7.2607
H: -1.5300 -2.5732 7.7459
H: -0.0970 -2.7831 5.7804
H: -1.2437 -1.7568 4.8371
H: -3.0621 -3.3960 4.8846
H: -2.1864 -4.3555 6.1133
H: -3.1274 -6.0977 4.8085
H: -3.5483 -4.8576 3.5484
H: -3.3343 -7.3448 2.7820
H: -2.3629 -6.1968 1.8552
H: -1.4340 -8.1437 3.9677
H: -0.8272 -7.9896 2.3951
H: 0.7851 -7.0570 4.1789
H: 0.4618 -6.0739 2.7818
H: -0.5737 -5.7705 5.6045
H: 0.4284 -4.6299 4.7113
H: -2.2991 -3.2900 2.7388
H: -1.2198 -4.5549 2.1253
H: -0.4975 -3.2600 3.0879
C: 2.3726 3.8781 -5.3507
C: 3.5104 2.8637 -5.4236
C: 4.0683 2.5856 -4.0383
N: 5.1844 1.5494 -3.9797
C: 5.6601 1.5429 -2.5246
C: 6.5954 0.3818 -2.1503
C: 5.9591 -0.9530 -2.5267
C: 5.5124 -0.9621 -3.9844
C: 4.6100 0.2120 -4.3170
C: 6.3479 1.8851 -4.8531
H: 2.6698 4.8270 -4.9179
H: 1.5002 3.4858 -4.8357
H: 2.1028 4.1286 -6.3748
H: 4.3126 3.1205 -6.1383
H: 3.1028 1.9158 -5.8238
H: 3.2734 2.3059 -3.3399
H: 4.4830 3.4912 -3.5898
H: 4.7746 1.6069 -1.8895
H: 6.1776 2.4966 -2.3604
H: 6.8060 0.4827 -1.0662
H: 7.5711 0.5804 -2.6476
H: 5.1300 -1.1410 -1.8270
H: 6.7271 -1.7201 -2.3889
H: 4.9043 -1.8678 -4.1630
H: 6.3892 -1.0380 -4.6383
H: 3.6564 0.1516 -3.7768
H: 4.3717 0.2055 -5.3744
H: 7.1899 1.2591 -4.5743
H: 6.5373 2.9432 -4.6660
H: 6.0233 1.7270 -5.8792
C: -2.0815 3.8824 0.0671
C: -0.9204 2.9175 0.2426
C: -1.2722 1.5965 -0.4543
N: -0.3020 0.4541 -0.2141
C: -0.6410 -0.7237 -1.1609
C: 0.3892 -1.8498 -1.1397
C: 1.7512 -1.3303 -1.5429
C: 2.2059 -0.2555 -0.5573
C: 1.1591 0.9045 -0.4374
C: -0.4534 -0.0132 1.2279
H: -2.9325 3.5180 0.6578
H: -2.4006 3.9026 -0.9867
H: -1.8496 4.9213 0.3125
H: -0.7285 2.8036 1.3237
H: 0.0171 3.2913 -0.1895
H: -1.1728 1.7543 -1.5520
H: -2.2877 1.2115 -0.2662
H: -0.7128 -0.2545 -2.1328
H: -1.6462 -0.9606 -0.8571
H: 0.0516 -2.6036 -1.8665
H: 0.4399 -2.2969 -0.1396
H: 1.6954 -0.7994 -2.5002
H: 2.5587 -2.0669 -1.5850
H: 3.1245 0.2919 -0.8234
H: 2.3135 -0.7090 0.4397
H: 1.2364 1.5159 -1.3360
H: 1.3804 1.6105 0.3783
H: -1.4757 -0.3139 1.4029
H: -0.1435 0.7329 1.9674
H: 0.1368 -0.9208 1.3771
C: 0.0385 -9.8135 -6.8436
C: -0.8242 -8.7621 -6.0832
C: -0.0852 -8.4644 -4.8304
N: -0.6040 -7.3145 -3.8822
C: 0.3627 -7.2533 -2.6773
C: -0.0561 -6.2555 -1.5822
C: -1.3928 -6.7051 -1.0452
C: -2.4238 -6.8194 -2.1887
C: -2.0081 -7.7166 -3.3906
C: -0.7106 -6.0116 -4.5316
H: 0.0043 -10.7492 -6.3022
H: 1.0727 -9.5048 -6.9674
H: -0.3880 -10.0259 -7.8291
H: -1.8413 -9.1636 -5.9424
H: -0.9310 -7.8428 -6.6763
H: 0.9533 -8.2392 -5.0913
H: -0.0554 -9.3216 -4.1685
H: 0.3679 -8.2436 -2.2602
H: 1.3045 -6.9765 -3.1265
H: 0.6763 -6.2928 -0.7510
H: -0.0502 -5.2135 -1.9535
H: -1.2973 -7.7272 -0.6395
H: -1.8935 -6.0975 -0.3001
H: -3.3254 -7.2895 -1.8168
H: -2.7018 -5.8146 -2.5698
H: -2.0327 -8.7765 -3.1545
H: -2.7384 -7.6031 -4.2079
H: -0.9966 -5.1986 -3.8819
H: -1.4373 -6.0347 -5.3714
H: 0.2337 -5.7292 -5.0301
C: -3.7768 -2.8361 -3.4552
C: -4.1587 -1.2974 -3.3662
C: -5.2964 -1.0410 -2.3924
N: -5.6325 0.3991 -2.1081
C: -6.8767 0.3185 -1.2016
C: -8.1520 -0.0606 -1.9808
C: -8.3865 0.9099 -3.0905
C: -7.2025 0.8727 -4.0779
C: -5.9081 1.2273 -3.3490
C: -4.5482 1.1894 -1.3295
H: -3.0946 -3.0902 -4.2748
H: -4.6645 -3.4686 -3.6279
H: -3.3453 -3.1333 -2.4884
H: -4.4072 -0.9058 -4.3513
H: -3.2698 -0.8428 -2.9464
H: -5.0913 -1.4684 -1.4150
H: -6.2687 -1.4374 -2.7415
H: -6.5464 -0.4265 -0.4732
H: -6.8259 1.3132 -0.7248
H: -8.0699 -1.0870 -2.3113
H: -8.9693 -0.0696 -1.2460
H: -9.2694 0.7083 -3.7024
H: -8.5155 1.9453 -2.7452
H: -7.1952 -0.0115 -4.7159
H: -7.2859 1.7026 -4.7785
H: -5.0758 1.1070 -4.0484
H: -5.9292 2.2898 -3.1341
H: -4.9557 2.1453 -0.9840
H: -3.6979 1.4136 -2.0000
H: -4.2538 0.6396 -0.4218
C: 6.1715 -5.7183 0.5020
C: 5.7556 -4.3498 1.0556
O: 6.1466 -3.2264 1.0329
N: 4.3406 -4.4533 1.9018
H: 4.1049 -5.4349 2.1015
H: 4.4448 -4.0204 2.8585
C: 3.2108 -3.9201 1.1297
H: 5.3184 -6.1697 -0.0223
H: 6.5217 -6.3507 1.3129
H: 6.9842 -5.6990 -0.2361
H: 2.2706 -4.0957 1.6390
H: 3.1784 -4.5546 0.2308
H: 3.3265 -2.8773 0.8596
C: 0.9362 5.4798 1.8978
C: 2.0099 6.4273 2.2974
O: 2.4344 6.4150 3.4074
N: 2.6855 7.2228 1.2576
H: 3.6716 7.1703 1.4475
H: 2.3210 6.5700 0.1472
C: 2.4114 8.6798 1.4678
H: 1.4298 4.6301 1.3844
H: 0.2968 6.0196 1.2050
H: 0.3898 5.1478 2.7801
H: 2.6369 9.0003 2.4818
H: 1.3646 8.9069 1.3323
H: 3.0130 9.3401 0.7972
C: 7.9705 2.6625 4.0406
C: 7.1080 2.3744 2.7648
O: 7.2647 1.3286 2.1224
N: 6.0769 3.2448 2.4304
H: 5.0423 2.7407 3.5244
H: 6.0881 4.2491 2.5462
C: 5.2236 2.9051 1.2287
H: 7.3270 2.5335 4.9316
H: 8.1042 3.7210 3.9187
H: 8.8356 1.9990 4.1367
H: 4.3046 2.3648 1.4474
H: 5.9306 2.4955 0.5038
H: 4.9846 3.9231 0.9947
C: -6.4080 5.7606 0.6612
C: -6.5606 4.3727 1.2002
O: -5.9902 3.3419 0.9973
N: -7.8340 4.2422 2.0653
H: -7.6837 3.8207 3.0086
H: -8.2842 5.1519 2.2419
C: -8.8605 3.4477 1.3076
H: -7.3159 6.3270 0.5138
H: -5.9329 5.6601 -0.2904
H: -6.0062 6.4109 1.4501
H: -8.5911 2.4138 1.0505
H: -9.1176 4.0305 0.4275
H: -9.7243 3.4015 2.0040
C: -2.3632 10.5141 -0.4419
C: -2.3293 9.6690 -1.7621
O: -2.3000 9.9828 -2.9273
N: -2.4401 8.2018 -1.4662
H: -3.0676 8.1516 -0.6783
H: -2.6424 7.1076 -2.4848
C: -1.1322 7.6243 -1.0629
H: -2.2144 11.5818 -0.6517
H: -1.5701 10.0839 0.1508
H: -3.3387 10.4015 0.0224
H: -0.8333 7.8922 -0.0350
H: -0.3466 7.9345 -1.7701
H: -1.1278 6.5232 -1.0624
C: -3.6544 4.0916 4.1560
C: -3.1620 3.4609 5.4428
N: -1.6205 3.4517 5.6395
C: -0.9648 3.0007 4.3809
C: -1.1205 4.7725 5.9929
C: 0.3892 4.8934 6.3071
C: -1.2841 2.3357 6.7282
C: -2.0452 2.5447 7.9839
O: -1.7538 3.8014 8.4455
C: -1.8697 3.9826 9.8216
H: -3.3298 5.1118 3.9831
H: -4.7397 3.9875 4.1907
H: -3.2616 3.4397 3.3930
H: -3.4508 2.4148 5.3918
H: -3.6185 3.9555 6.3226
H: 0.0896 2.7711 4.5379
H: -1.0222 3.8191 3.6404
H: -1.4095 2.0901 3.9903
H: -1.5174 5.1747 6.9114
H: -1.3453 5.4578 5.1717
H: 1.0560 4.6888 5.4664
H: 0.7325 4.2372 7.1134
H: 0.6197 5.9258 6.6289
H: -0.2125 2.5111 6.7996
H: -1.5514 1.4332 6.1799
H: -1.5674 1.7682 8.6280
H: -3.1297 2.3006 7.9410
H: -2.9379 4.0295 10.0731
H: -1.3726 4.9249 10.0215
H: -1.3946 3.1881 10.4085
C: -3.0043 0.6988 -9.7085
C: -3.0131 -0.7671 -9.5670
N: -2.3594 -1.2889 -8.2851
C: -2.8475 -0.5488 -7.1691
C: -2.6230 -2.8146 -8.0815
C: -4.0336 -3.2204 -7.6190
C: -0.8771 -1.1423 -8.4848
C: -0.0844 -0.9670 -7.1632
O: -0.3128 -2.0712 -6.2612
C: 0.4912 -1.9007 -5.0608
H: -3.2427 0.8831 -10.7603
H: -2.0513 1.2255 -9.5347
H: -3.7569 1.2050 -9.0838
H: -2.4448 -1.3191 -10.3328
H: -4.0228 -1.1888 -9.5024
H: -2.4840 0.4591 -7.0559
H: -2.6299 -1.0694 -6.2346
H: -3.9286 -0.4878 -7.2020
H: -1.9082 -3.1478 -7.3287
H: -2.4612 -3.2751 -9.0669
H: -3.9323 -4.3012 -7.5126
H: -4.8541 -3.0175 -8.3083
H: -4.3389 -2.8059 -6.6586
H: -0.7032 -0.2464 -9.1284
H: -0.6223 -1.9942 -9.0874
H: -0.3950 -0.0421 -6.6580
H: 0.9632 -0.8663 -7.4301
H: 1.5706 -1.9325 -5.2473
H: 0.2955 -2.7619 -4.4125
H: 0.2224 -0.9766 -4.5038
C: 5.9957 -3.7090 7.1895
C: 5.3344 -2.5594 6.4165
N: 6.2282 -1.5681 5.6467
C: 7.0704 -0.8148 6.6295
C: 7.1827 -2.3173 4.7784
C: 8.0990 -1.4996 3.8169
C: 5.4104 -0.5502 4.9319
C: 4.8179 -0.8245 3.5598
O: 3.7551 -1.8034 3.5357
C: 2.4985 -1.4199 4.1053
H: 6.6436 -4.2300 6.4928
H: 5.1795 -4.3271 7.5533
H: 6.5945 -3.3261 8.0099
H: 4.7209 -1.8976 7.0434
H: 4.6714 -2.9746 5.6561
H: 6.3893 -0.2324 7.2431
H: 7.8123 -0.1676 6.1196
H: 7.5845 -1.5703 7.2437
H: 6.5233 -2.9461 4.1946
H: 7.7343 -2.9758 5.4494
H: 8.8584 -0.9508 4.3980
H: 7.6083 -0.7844 3.1498
H: 8.6777 -2.2491 3.2543
H: 6.0688 0.3156 4.8476
H: 4.6490 -0.1930 5.6174
H: 5.6441 -1.1704 2.9563
H: 4.4669 0.0641 3.0555
H: 2.1939 -0.5011 3.6229
H: 2.6667 -1.1959 5.1819
H: 1.8740 -2.3076 4.0514
O: -3.8682 -3.9277 0.5872
C: -3.8238 -2.6089 1.1301
O: -4.0141 -2.5861 2.3019
O: -3.4831 -1.6318 0.3025
H: -3.7090 -3.8380 -0.3554
O: -4.3437 5.7064 -1.7951
C: -3.3907 5.3797 -2.7401
O: -2.5247 6.2599 -3.0240
O: -3.6069 4.3452 -3.2983
H: -4.4061 6.7033 -1.8644
O: 2.6418 2.0444 3.0341
C: 3.2633 2.2009 4.2976
O: 4.4440 2.4017 4.3398
O: 2.4527 2.2898 5.2748
H: 1.6806 1.9313 3.2072
O: 1.8583 4.1069 -2.0923
C: 2.3057 4.7908 -0.9509
O: 3.1062 4.1608 -0.3711
O: 1.7549 5.9740 -0.7241
H: 1.3592 4.8325 -2.5493

As for the LUMO energy: -0.5580 Eh. As for the net charge: +9. As for the HOMO energy: -22.78 eV. Its largest force on an atom is 9.88 eV Å⁻¹. The HOMO-LUMO gap comes out at 7.6 eV. The calculated total energy comes out at -5688.0833 a.u.